Entry 1:
The following is a DFT calculation (ωB97M-V/def2-TZVPD) of C3H8N2O2 in the gas phase.

Calculated values
**Structure (SMILES)**: NCC(=O)NCO
**Gap between HOMO and LUMO**: 10.37 eV
**Net charge**: 0
**Energy**: -10314.744 eV
**Relative energy (zero: lowest compared OMol25 entry of this formula, charge and spin)**: 50.9 kcal/mol
**HOMO level**: -9.70 eV
**F_max**: 5.18 eV/A

Each line ends with the Löwdin charge.
Positions of all 15 atoms, in Å:
1 N 2.25 -0.11 1.41  0.013
2 C 0.83 0.15 0.87  -0.179
3 C 0.60 -0.41 -0.43  -0.501
4 O 1.23 -1.28 -1.08  0.045
5 N -0.37 0.20 -1.17  0.033
6 C -1.65 0.42 -0.59  -0.305
7 O -2.28 -0.46 0.31  -0.050
8 H 2.79 0.61 0.89  0.079
9 H 2.58 -0.94 0.96  0.037
10 H 0.60 1.23 0.70  0.134
11 H 0.19 -0.26 1.72  0.146
12 H -0.23 0.14 -2.22  0.180
13 H -1.57 1.28 0.16  0.132
14 H -2.43 0.71 -1.36  0.142
15 H -2.54 -1.27 -0.15  0.094


Entry 2:
The following is a DFT calculation (ωB97M-V/def2-TZVPD) of a molecular structure, C3H8N2O2.

Calculated values
**Gap between HOMO and LUMO**: 5.31 eV
**Net charge**: 0
**Energy**: -10304.814 eV
**Relative energy (zero: lowest compared OMol25 entry of this formula, charge and spin)**: 279.9 kcal/mol
**HOMO level**: -7.98 eV
**F_max**: 6.94 eV/A

Each line ends with the Löwdin charge.
Positions of all 15 atoms, in Å:
1 C 3.67 0.20 -0.06  -0.307
2 N 4.43 -1.04 -0.08  0.038
3 C -3.86 -0.27 -0.52  -0.348
4 O -5.13 -0.22 0.06  0.062
5 O -3.04 -1.18 -0.21  0.036
6 C 2.36 0.58 0.50  -0.271
7 N 1.70 1.90 0.39  0.062
8 H 4.57 0.40 0.50  0.111
9 H 3.70 0.76 -0.98  0.111
10 H 4.29 -1.67 -0.86  0.015
11 H -3.60 0.53 -1.26  0.160
12 H 2.17 0.25 1.55  0.133
13 H 1.54 0.42 -0.17  0.117
14 H 1.73 2.30 1.29  -0.007
15 H -4.95 -0.90 -0.68  0.090


Entry 3:
The following is a DFT calculation (ωB97M-V/def2-TZVPD) of C3H8N2O2 in the gas phase.

Calculated values
**Structure (SMILES)**: NC(=O)[C@@H](N)CO
**Gap between HOMO and LUMO**: 10.38 eV
**Net charge**: 0
**Energy**: -10315.536 eV
**Relative energy (zero: lowest compared OMol25 entry of this formula, charge and spin)**: 32.7 kcal/mol
**HOMO level**: -9.61 eV
**F_max**: 2.02 eV/A

Each line ends with the Löwdin charge.
Positions of all 15 atoms, in Å:
1 N -1.49 -0.43 -1.76  0.140
2 C -0.54 -0.88 -0.82  -0.476
3 O -0.27 -2.01 -0.50  0.090
4 C 0.17 0.28 -0.11  -0.310
5 N -0.73 1.13 0.72  0.065
6 C 1.34 -0.28 0.72  -0.193
7 O 1.82 0.76 1.59  -0.085
8 H -1.85 -1.21 -2.30  0.097
9 H -2.19 0.14 -1.31  0.084
10 H 0.60 0.95 -0.86  0.136
11 H -0.63 0.80 1.68  0.079
12 H -1.66 0.88 0.41  0.046
13 H 2.20 -0.53 0.09  0.124
14 H 1.07 -1.13 1.34  0.119
15 H 2.15 1.52 1.10  0.084


Entry 4:
The following is a DFT calculation (ωB97M-V/def2-TZVPD) of 2 unconnected molecules or ions with the total composition C3H8N2O2.

Calculated values
**Structure (SMILES)**: N/N=C/O.CC=O
**Gap between HOMO and LUMO**: 9.59 eV
**Net charge**: 0
**Energy**: -10313.723 eV
**Relative energy (zero: lowest compared OMol25 entry of this formula, charge and spin)**: 74.5 kcal/mol
**HOMO level**: -8.55 eV
**F_max**: 3.41 eV/A

Each line ends with the Löwdin charge.
Positions of all 15 atoms, in Å:
1 N 0.86 1.86 -0.64  -0.032
2 N 1.08 0.76 0.17  -0.062
3 C 2.01 -0.02 -0.25  -0.296
4 O 2.14 -1.22 0.33  0.013
5 H 0.39 2.58 -0.09  0.076
6 H 1.74 2.30 -1.02  0.096
7 H 2.73 0.08 -1.20  0.180
8 H 1.47 -1.22 1.01  0.077
9 C -2.21 -0.54 0.72  -0.046
10 C -1.24 -0.89 -0.36  -0.410
11 O -1.28 -0.51 -1.47  0.067
12 H -2.60 -1.46 1.12  0.071
13 H -1.56 -0.05 1.46  0.082
14 H -2.95 0.11 0.32  0.073
15 H -0.59 -1.77 -0.10  0.114


Entry 5:
The following is a DFT calculation (ωB97M-V/def2-TZVPD) of 2 unconnected molecules or ions with the total composition C3H8N2O2.

Calculated values
**Structure (SMILES)**: [H]/N=N\C(C)=O.CO
**Gap between HOMO and LUMO**: 9.28 eV
**Net charge**: 0
**Energy**: -10312.566 eV
**Relative energy (zero: lowest compared OMol25 entry of this formula, charge and spin)**: 101.1 kcal/mol
**HOMO level**: -8.65 eV
**F_max**: 5.55 eV/A

Each line ends with the Löwdin charge.
Positions of all 15 atoms, in Å:
1 H -1.95 -1.16 2.31  0.076
2 N -1.93 -0.12 2.14  0.090
3 N -1.23 0.18 1.21  -0.037
4 C -0.43 -0.68 0.35  -0.500
5 C -1.24 -1.01 -0.89  -0.012
6 O 0.41 -1.38 0.91  0.071
7 H -2.31 -0.98 -0.73  0.082
8 H -0.91 -1.96 -1.30  0.091
9 H -1.03 -0.20 -1.60  0.071
10 C 1.85 1.39 -0.03  -0.023
11 O 1.01 0.61 -1.12  -0.182
12 H 1.17 1.48 0.81  0.058
13 H 2.20 2.35 -0.42  0.067
14 H 2.80 0.91 0.24  0.073
15 H 1.60 0.56 -1.88  0.076


Entry 6:
The following is a DFT calculation (ωB97M-V/def2-TZVPD) of C3H8N2O2 in the gas phase.

Calculated values
**Structure (SMILES)**: C[C@H](O)/C(N)=N/O
**Gap between HOMO and LUMO**: 9.35 eV
**Net charge**: 0
**Energy**: -10312.640 eV
**Relative energy (zero: lowest compared OMol25 entry of this formula, charge and spin)**: 99.4 kcal/mol
**HOMO level**: -8.87 eV
**F_max**: 3.95 eV/A

Each line ends with the Löwdin charge.
Positions of all 15 atoms, in Å:
1 C -0.59 -1.13 1.41  -0.056
2 C -0.87 -0.37 0.13  -0.397
3 O -1.52 -1.23 -0.79  -0.014
4 C 0.32 0.39 -0.37  -0.375
5 N 1.02 0.12 -1.50  0.162
6 N 0.22 1.58 0.19  -0.022
7 O 1.39 2.37 -0.05  -0.103
8 H -1.51 -1.58 1.80  0.080
9 H 0.12 -1.94 1.23  0.083
10 H -0.21 -0.47 2.19  0.078
11 H -1.30 0.79 0.48  0.195
12 H -1.08 -1.39 -1.63  0.081
13 H 1.66 0.85 -1.78  0.103
14 H 0.60 -0.52 -2.16  0.096
15 H 1.76 2.52 0.84  0.089


Entry 7:
The following is a DFT calculation (ωB97M-V/def2-TZVPD) of C3H8N2O2 in the gas phase.

Calculated values
**Structure (SMILES)**: NC(=O)CNCO
**Gap between HOMO and LUMO**: 10.12 eV
**Net charge**: 0
**Energy**: -10315.789 eV
**Relative energy (zero: lowest compared OMol25 entry of this formula, charge and spin)**: 26.8 kcal/mol
**HOMO level**: -9.34 eV
**F_max**: 1.82 eV/A

Each line ends with the Löwdin charge.
Positions of all 15 atoms, in Å:
1 N -0.81 2.09 1.37  0.159
2 C -1.10 0.77 1.14  -0.537
3 O -1.54 0.05 2.01  0.065
4 C -0.71 0.29 -0.24  -0.138
5 N 0.39 -0.67 -0.04  -0.035
6 C 0.75 -1.44 -1.15  -0.304
7 O 2.18 -1.56 -1.32  -0.074
8 H -0.83 2.31 2.36  0.108
9 H -0.19 2.61 0.78  0.097
10 H -1.51 -0.19 -0.82  0.124
11 H -0.37 1.11 -0.88  0.112
12 H 0.29 -1.07 0.88  0.116
13 H 0.50 -2.48 -1.09  0.116
14 H 0.35 -1.04 -2.08  0.117
15 H 2.61 -0.80 -0.92  0.072


Entry 8:
The following is a DFT calculation (ωB97M-V/def2-TZVPD) of C3H8N2O2 in the gas phase.

Calculated values
**Structure (SMILES)**: COCO/C=N\N
**Gap between HOMO and LUMO**: 9.84 eV
**Net charge**: 0
**Energy**: -10313.200 eV
**Relative energy (zero: lowest compared OMol25 entry of this formula, charge and spin)**: 86.5 kcal/mol
**HOMO level**: -8.85 eV
**F_max**: 4.29 eV/A

Each line ends with the Löwdin charge.
Positions of all 15 atoms, in Å:
1 C -2.21 -0.65 0.57  -0.124
2 O -1.45 -1.55 -0.12  -0.154
3 C -0.25 -1.02 -0.62  -0.221
4 O 0.62 -0.60 0.45  -0.059
5 C 0.51 0.77 0.70  -0.266
6 N 1.12 1.72 0.14  -0.033
7 N 1.89 1.42 -0.93  -0.050
8 H -1.74 -0.42 1.52  0.087
9 H -3.19 -1.09 0.63  0.093
10 H -2.30 0.22 -0.08  0.092
11 H 0.17 -1.88 -1.14  0.136
12 H -0.51 -0.17 -1.32  0.149
13 H 0.02 0.93 1.61  0.099
14 H 2.61 0.63 -0.94  0.126
15 H 2.33 2.35 -1.32  0.127


Entry 9:
The following is a DFT calculation (ωB97M-V/def2-TZVPD) of 3 unconnected molecules or ions with the total composition C3H8N2O2.

Calculated values
**Structure (SMILES)**: c1c[nH]cn1.O.O
**Gap between HOMO and LUMO**: 9.77 eV
**Net charge**: 0
**Energy**: -10314.846 eV
**Relative energy (zero: lowest compared OMol25 entry of this formula, charge and spin)**: 48.6 kcal/mol
**HOMO level**: -9.21 eV
**F_max**: 3.51 eV/A

Each line ends with the Löwdin charge.
Positions of all 15 atoms, in Å:
1 C 1.42 -2.04 1.23  -0.176
2 C 1.24 -0.85 0.62  -0.101
3 N 1.00 -1.17 -0.73  0.009
4 C 1.07 -2.56 -0.84  -0.194
5 N 1.45 -3.06 0.32  0.033
6 H 1.82 -2.20 2.22  0.092
7 H 0.96 0.19 0.60  0.109
8 H 1.30 -0.61 -1.51  0.135
9 H 0.98 -3.15 -1.73  0.105
10 O -1.85 5.42 3.25  -0.057
11 H -2.73 5.65 2.94  0.030
12 H -1.64 4.52 3.02  0.028
13 O -1.49 0.27 -3.01  -0.075
14 H -1.32 -0.63 -2.70  0.025
15 H -2.20 0.21 -3.67  0.038


Entry 10:
The following is a DFT calculation (ωB97M-V/def2-TZVPD) of 3 unconnected molecules or ions with the total composition C3H8N2O2.

Calculated values
**Structure (SMILES)**: c1c[nH]cn1.O.O
**Gap between HOMO and LUMO**: 8.62 eV
**Net charge**: 0
**Energy**: -10315.102 eV
**Relative energy (zero: lowest compared OMol25 entry of this formula, charge and spin)**: 42.7 kcal/mol
**HOMO level**: -8.62 eV
**F_max**: 1.94 eV/A

Each line ends with the Löwdin charge.
Positions of all 15 atoms, in Å:
1 C -2.06 1.63 -0.65  -0.164
2 C -0.85 0.99 -0.76  -0.121
3 N -0.65 0.83 -2.10  0.043
4 C -1.66 1.47 -2.74  -0.226
5 N -2.58 1.89 -1.90  0.032
6 H -2.79 1.43 0.12  0.089
7 H -0.36 0.38 -0.02  0.070
8 H 0.18 0.46 -2.52  0.145
9 H -1.57 1.82 -3.76  0.113
10 O 0.92 -1.29 0.39  -0.064
11 H 1.24 -2.19 0.55  0.043
12 H 0.93 -0.90 1.28  0.040
13 O 3.46 -2.29 4.04  -0.053
14 H 2.90 -2.07 4.79  0.036
15 H 2.88 -2.16 3.29  0.016


net charge of number 4 (C3H8N2O2)? 0


What is the gap between HOMO and LUMO in the fifth record? 9.28 eV


net charge of number 2 (C3H8N2O2)? 0